{"formula": "C33H76O8", "method": "wB97M-V/def2-TZVPD", "elements": ["C", "C", "C", "C", "C", "C", "C", "C", "C", "O", "O", "C", "C", "C", "C", "C", "C", "H", "H", "H", "H", "H", "H", "H", "H", "H", "H", "H", "H", "H", "H", "H", "H", "H", "H", "H", "H", "H", "H", "H", "H", "H", "H", "H", "H", "C", "C", "C", "O", "H", "H", "H", "H", "H", "H", "H", "H", "C", "C", "C", "O", "H", "H", "H", "H", "H", "H", "H", "H", "C", "C", "C", "O", "H", "H", "H", "H", "H", "H", "H", "H", "C", "C", "C", "O", "H", "H", "H", "H", "H", "H", "H", "H", "C", "C", "C", "O", "H", "H", "H", "H", "H", "H", "H", "H", "C", "C", "C", "O", "H", "H", "H", "H", "H", "H", "H", "H"], "positions_angstrom": [[0.0411, -0.3615, 3.6804], [0.2810, 1.1907, 3.2959], [-0.3597, 1.5383, 1.8386], [-1.7972, 2.2965, 1.9711], [-3.0068, 1.5004, 1.2551], [-4.0896, 0.8767, 2.2754], [-4.2064, -0.6917, 1.9626], [-3.4716, -1.7474, 2.9580], [-4.0374, -3.0838, 2.2169], [-3.5136, -4.2309, 2.1719], [-5.2814, -2.7652, 1.5477], [-5.6340, -1.4180, 1.9711], [-6.8862, -0.6793, 1.2338], [-8.1297, -0.8068, 2.2379], [-9.2969, 0.2777, 2.0338], [-8.8013, 1.7491, 1.6434], [-10.0292, 0.4248, 3.4892], [-0.7729, -0.4274, 4.4962], [-0.3517, -0.8731, 2.7279], [0.9893, -0.9189, 3.9813], [1.4093, 1.3558, 3.2639], [-0.1460, 1.8863, 4.0975], [0.3814, 2.2878, 1.3677], [-0.4762, 0.6120, 1.1813], [-1.6697, 3.2848, 1.3833], [-2.0305, 2.6096, 3.0497], [-3.5667, 2.2680, 0.5949], [-2.5393, 0.7496, 0.5357], [-3.6883, 0.9955, 3.3478], [-5.0687, 1.4537, 2.1839], [-3.7662, -0.9692, 0.9455], [-2.3467, -1.6521, 3.1053], [-3.8603, -1.6888, 4.0440], [-5.8311, -1.5654, 3.1020], [-7.0757, -1.2981, 0.2880], [-6.5283, 0.3827, 1.0345], [-8.6092, -1.8401, 2.0279], [-7.8264, -0.8193, 3.3391], [-10.0985, -0.1555, 1.3407], [-9.6831, 2.4936, 1.6118], [-7.9810, 2.0740, 2.3694], [-8.3621, 1.7342, 0.5760], [-9.2319, 0.4703, 4.3276], [-10.5702, 1.4419, 3.5161], [-10.7519, -0.4330, 3.7055], [2.9175, 0.1482, -1.4878], [2.7404, 1.1187, -0.3307], [4.0196, 1.8929, -0.0574], [2.3633, 0.3963, 0.8405], [3.6947, -0.5896, -1.2632], [1.9939, -0.4096, -1.6659], [3.1909, 0.6744, -2.4060], [1.9299, 1.8168, -0.5573], [4.8355, 1.2158, 0.2169], [3.8815, 2.5781, 0.7835], [4.3252, 2.4711, -0.9331], [3.0741, -0.2246, 1.0495], [-2.4571, -6.9600, -0.4330], [-3.3783, -6.5103, -1.5554], [-2.9213, -5.1871, -2.1497], [-4.7049, -6.3708, -1.0521], [-2.4506, -6.2291, 0.3821], [-2.8033, -7.9056, -0.0071], [-1.4325, -7.0923, -0.7911], [-3.4057, -7.2744, -2.3374], [-2.9302, -4.3958, -1.3930], [-3.5990, -4.8701, -2.9472], [-1.9110, -5.2663, -2.5601], [-4.6909, -5.6960, -0.3585], [3.8052, 7.0022, -0.1833], [4.2070, 5.6032, -0.6242], [5.5619, 5.6068, -1.3142], [3.2216, 5.0864, -1.5176], [3.7225, 7.6740, -1.0439], [2.8247, 6.9858, 0.3004], [4.5335, 7.4201, 0.5166], [4.2390, 4.9396, 0.2442], [5.5404, 6.2304, -2.2144], [5.8324, 4.5981, -1.6355], [6.3431, 5.9825, -0.6483], [3.1860, 5.6671, -2.2894], [8.6015, 3.7356, -5.0936], [8.4248, 4.7059, -3.9361], [9.7038, 5.4823, -3.6634], [8.0503, 3.9833, -2.7643], [9.3801, 2.9986, -4.8700], [7.6813, 3.1778, -5.2707], [8.8731, 4.2622, -6.0121], [7.6128, 5.4031, -4.1618], [10.5204, 4.8059, -3.3903], [9.5657, 6.1672, -2.8221], [10.0087, 6.0612, -4.5391], [8.7621, 3.3636, -2.5562], [-4.4699, -7.0989, 5.8799], [-2.9789, -6.8207, 5.9903], [-2.7059, -5.3387, 6.1915], [-2.3246, -7.2660, 4.8047], [-4.9019, -6.5754, 5.0209], [-4.6508, -8.1658, 5.7239], [-4.9987, -6.7828, 6.7831], [-2.5600, -7.3885, 6.8259], [-3.0773, -4.7549, 5.3428], [-1.6307, -5.1515, 6.2575], [-3.1817, -4.9692, 7.1041], [-2.6885, -6.7690, 4.0587], [6.7651, 0.7463, -9.1116], [7.5895, 0.8037, -7.8351], [7.5246, -0.5115, -7.0746], [7.1044, 1.8566, -7.0039], [5.7099, 0.5598, -8.8867], [6.8115, 1.7012, -9.6419], [7.1241, -0.0419, -9.7785], [8.6298, 1.0358, -8.0797], [6.4957, -0.7415, -6.7794], [8.1120, -0.4523, -6.1543], [7.9063, -1.3374, -7.6805], [6.1839, 1.6607, -6.7817]], "forces_ev_per_a": [[-0.708, 0.408, -0.428], [0.289, -0.773, -0.504], [0.078, 1.177, 1.242], [0.438, 0.458, -1.135], [-0.151, 1.432, 0.172], [1.156, -0.867, -0.168], [-0.289, -0.896, 0.387], [-0.814, 0.038, -0.444], [1.116, -2.293, 0.059], [-2.456, 4.696, -0.026], [2.210, -0.405, 1.163], [0.550, 1.336, 1.568], [1.196, -1.848, 1.141], [-0.784, -0.248, -1.005], [-0.522, 0.128, 1.827], [-0.073, -0.708, -1.037], [0.407, 0.546, -0.237], [1.394, -0.184, -1.185], [0.578, 0.561, 1.523], [-1.334, 0.894, -0.170], [-1.550, -0.091, -0.083], [0.537, -0.967, -1.156], [-1.247, -1.376, 0.422], [0.426, 1.285, 0.944], [-0.282, -1.465, 1.028], [0.260, -0.696, -1.501], [0.863, -1.281, 0.944], [-0.820, 0.757, 1.105], [-0.743, -0.096, -1.552], [1.214, -1.004, 0.167], [-0.562, 0.834, 1.099], [-1.451, -0.555, -0.885], [0.093, -0.107, -1.742], [-0.418, 0.628, -1.681], [0.183, 1.326, 1.116], [-0.791, -1.447, 0.074], [0.832, 1.554, 0.507], [-0.091, 0.225, -1.611], [1.292, 0.931, 0.589], [1.469, -1.196, 0.310], [-1.218, -0.254, -0.924], [-0.541, 0.124, 1.658], [-1.268, -0.145, -1.343], [0.523, -1.723, 0.020], [0.993, 1.222, -0.276], [-0.231, -0.066, -0.204], [0.619, -0.318, -0.038], [0.038, 0.283, 0.040], [-0.251, -0.016, 0.171], [0.064, 0.133, 0.015], [0.040, 0.108, 0.001], [0.008, -0.054, 0.055], [-0.023, -0.118, 0.185], [-0.058, -0.066, -0.118], [-0.058, -0.024, -0.105], [-0.012, -0.015, 0.078], [-0.105, 0.132, -0.085], [0.110, -0.260, 0.103], [0.138, 0.485, 0.510], [-0.013, 0.092, -0.308], [-0.196, -0.131, -0.150], [0.018, 0.074, -0.132], [0.035, 0.044, -0.114], [-0.041, 0.010, 0.049], [-0.211, 0.045, 0.086], [0.082, -0.127, 0.069], [0.070, -0.094, 0.025], [-0.046, 0.046, 0.034], [0.053, -0.131, -0.075], [-0.202, 0.035, 0.276], [0.199, 0.623, -0.484], [0.097, -0.324, 0.083], [-0.208, -0.298, 0.083], [0.144, -0.057, -0.002], [0.108, -0.034, 0.016], [-0.049, 0.012, -0.064], [-0.160, -0.059, -0.169], [-0.048, 0.097, 0.104], [0.047, 0.120, 0.093], [-0.008, -0.027, -0.091], [0.052, -0.091, 0.163], [-0.324, 0.074, -0.005], [0.745, -0.398, -0.110], [-0.036, 0.331, 0.143], [-0.253, 0.044, 0.193], [0.070, 0.122, 0.023], [0.173, 0.161, -0.016], [-0.022, -0.090, 0.025], [-0.050, -0.128, 0.199], [-0.055, -0.048, -0.139], [-0.027, -0.011, -0.104], [0.022, -0.048, 0.062], [-0.115, 0.124, -0.101], [-0.153, -0.238, 0.118], [-0.345, 0.409, -0.485], [0.211, 0.164, 0.189], [0.175, -0.193, 0.063], [0.079, 0.100, 0.081], [0.053, 0.080, 0.079], [-0.007, -0.011, -0.070], [0.092, -0.055, -0.202], [-0.103, -0.099, 0.026], [-0.087, -0.064, 0.051], [0.021, 0.010, -0.057], [0.059, -0.046, 0.138], [0.094, 0.148, -0.264], [-0.653, -0.329, 0.027], [0.246, -0.109, 0.158], [0.094, 0.091, -0.066], [0.083, -0.115, 0.062], [0.072, -0.093, 0.040], [-0.066, 0.043, 0.028], [-0.104, 0.168, 0.142], [0.004, 0.018, -0.151], [0.011, 0.007, -0.119], [-0.055, 0.025, 0.058], [0.162, -0.011, -0.083]], "lowdin_charge": [-0.1266, -0.2393, -0.2014, -0.1960, -0.1930, -0.1282, -0.2283, -0.0276, -0.3141, 0.0373, -0.0235, -0.2700, -0.0918, -0.1819, -0.3874, -0.1151, -0.1150, 0.0717, 0.0581, 0.0715, 0.0886, 0.0964, 0.0994, 0.0967, 0.1033, 0.1020, 0.1098, 0.0994, 0.1167, 0.1007, 0.1459, 0.0943, 0.1356, 0.1437, 0.1321, 0.0916, 0.1316, 0.1014, 0.1308, 0.0851, 0.0859, 0.0779, 0.0796, 0.0735, 0.0778, -0.0606, -0.4912, -0.0566, -0.0724, 0.0807, 0.0794, 0.0808, 0.1344, 0.0837, 0.0765, 0.0739, 0.0936, -0.0631, -0.5003, -0.0661, -0.0580, 0.0684, 0.0805, 0.0787, 0.1362, 0.0764, 0.0779, 0.0776, 0.0802, -0.0663, -0.5057, -0.0642, -0.0636, 0.0802, 0.0790, 0.0799, 0.1242, 0.0824, 0.0615, 0.0858, 0.0875, -0.0672, -0.4965, -0.0667, -0.0683, 0.0853, 0.0581, 0.0858, 0.1357, 0.0803, 0.0773, 0.0796, 0.0900, -0.0661, -0.5009, -0.0650, -0.0562, 0.0801, 0.0795, 0.0776, 0.1370, 0.0694, 0.0801, 0.0780, 0.0838, -0.0657, -0.4941, -0.0646, -0.0757, 0.0813, 0.0799, 0.0803, 0.1405, 0.0816, 0.0793, 0.0804, 0.0951], "e_homo_ev": -9.72, "multiplicity": 1, "smiles": "CCCCCC[C@H]1CC(=O)O[C@@H]1CCC(C)C.CC(C)O.CC(C)O.CC(C)O.CC(C)O.CC(C)O.CC(C)O", "fmax_ev_per_a": 5.3}